Computed, not measured: 2 unconnected molecules or ions with the total composition C5H10O, with ωB97M-V/def2-TZVPD.

Gap between HOMO and LUMO ... 10.3 eV
Net charge ... 0
Energy above the lowest of the compared OMol25 structures with the same formula, charge and spin ... 147.0 kJ/mol
SMILES ... CC1=CCC1.O
LUMO level ... 0.959 eV

XYZ file:
```
16
C5H10O | the Open Molecules 2025 dataset | ωB97M-V/def2-TZVPD
C 1.7523 0.6276 -0.5354
C 0.3038 0.5171 -0.2072
C -0.4898 0.9187 0.7960
C -1.7555 0.3601 0.1784
C -0.8313 -0.1240 -0.9808
H 1.9062 1.4051 -1.2931
H 2.1317 -0.3158 -0.9404
H 2.3482 0.8844 0.3452
H -0.3042 1.4700 1.7155
H -2.2655 -0.4380 0.7317
H -2.4978 1.1087 -0.1178
H -1.0410 0.3185 -1.9606
H -0.7597 -1.2127 -1.0982
O 0.8965 -1.9929 1.2600
H 0.2233 -2.5120 0.8062
H 0.4891 -1.1200 1.3496
```